1.
47
Properties=species:S:1:pos:R:3:forces:R:3:nbo_charge:R:1 method="wB97M-V/def2-TZVPD" homo_lumo_gap_ev=8.3 lumo_energy_ev=0.301 total_energy_ha=-1671.0387
O -1.710403 0.283031 -2.358988 -0.1804 0.0602 -0.0005 -0.59
C -1.046239 -0.727062 -2.363388 0.1900 -0.1354 -0.4843 0.67
C -0.406456 -1.206361 -3.668453 0.3366 0.0853 -0.0922 -0.61
S 1.241795 -1.986080 -3.523913 -0.1931 -0.0587 -0.0163 0.27
C 2.109462 -0.703786 -2.731445 0.0575 -0.0781 -0.2401 0.26
N 3.157412 -0.079831 -3.154746 -0.5479 -0.9402 -1.0319 -0.26
N 3.522918 0.772133 -2.182172 0.3133 0.9904 1.3283 -0.29
C 2.685895 0.625323 -1.206508 0.3739 0.0131 -0.4450 0.46
C 2.697729 1.338052 0.099974 0.1402 -0.0099 0.1009 -0.26
N 1.373321 1.523891 0.613273 -0.0900 0.0366 -0.0169 -0.37
C 0.905581 1.192617 1.853988 -0.0333 0.0252 0.1169 0.23
N -0.329494 1.515095 2.054237 -0.1230 -0.0236 0.5783 -0.47
C -0.752247 2.096550 0.882114 0.5295 0.1194 -0.5734 0.16
C -1.988750 2.622108 0.527018 0.1160 -0.0042 -0.0020 -0.22
C -2.120061 3.146271 -0.740510 -0.1657 0.0684 0.0315 -0.22
C -1.056452 3.163160 -1.643847 0.1490 0.0679 -0.0563 -0.19
C 0.181399 2.652472 -1.311984 0.1415 0.0710 -0.1441 -0.24
C 0.315372 2.115351 -0.042537 -0.6103 0.1431 0.2053 0.08
O 1.754300 -0.307624 -1.482292 0.1813 0.1402 0.1834 -0.42
N -0.814325 -1.537683 -1.310163 0.0823 -0.5590 0.3355 -0.62
C -1.233586 -1.327924 0.016219 -0.4298 0.2886 0.0686 0.13
C -2.434395 -0.717174 0.279126 0.2124 -0.1719 -0.2257 -0.21
C -2.862896 -0.530824 1.598320 0.1018 -0.1679 0.3626 -0.20
C -2.091460 -0.949060 2.643359 -0.2599 0.0361 -0.1020 -0.16
C -0.844823 -1.564182 2.411814 -0.0294 -0.1400 -0.2877 -0.06
C -0.021282 -1.967817 3.482966 0.1471 -0.0530 0.0407 -0.18
C 1.201628 -2.534238 3.259423 -0.0982 0.0803 0.2312 -0.23
C 1.650697 -2.728833 1.945896 0.0439 -0.0164 -0.2599 -0.21
C 0.871372 -2.359263 0.884052 0.1858 -0.1013 -0.0669 -0.23
C -0.394062 -1.764878 1.078919 -0.1446 0.0912 0.2685 -0.01
H -0.335814 -0.366168 -4.359618 -0.1207 -0.0458 0.1401 0.25
H -1.033566 -1.979471 -4.115923 -0.0081 0.0225 -0.0152 0.25
H 3.212013 2.295784 -0.051626 -0.0381 -0.2009 0.0153 0.24
H 3.271976 0.748010 0.824041 -0.0909 0.1252 -0.0638 0.24
H 1.530042 0.706134 2.579391 0.2334 -0.1619 0.1197 0.20
H -2.807014 2.610380 1.228313 -0.1211 0.0078 0.0923 0.22
H -3.069908 3.553892 -1.051863 -0.0962 0.0364 -0.0191 0.21
H -1.208203 3.581865 -2.626735 -0.0105 0.0181 -0.0946 0.21
H 1.005064 2.672554 -2.012359 0.0413 0.0237 -0.1021 0.22
H -0.178358 -2.310842 -1.460191 -0.1165 0.2303 -0.0842 0.41
H -3.045745 -0.370837 -0.537466 -0.0105 0.0056 -0.0697 0.24
H -3.813688 -0.052121 1.774731 -0.0882 0.0595 0.0528 0.22
H -2.413316 -0.801399 3.662735 -0.0362 0.0455 0.1172 0.21
H -0.377164 -1.809619 4.490365 -0.0349 0.0162 0.1138 0.21
H 1.829145 -2.834538 4.085696 0.0122 -0.0136 0.0917 0.22
H 2.619666 -3.176018 1.775042 0.0526 -0.0398 -0.0466 0.21
H 1.252920 -2.521039 -0.114283 0.0363 0.0140 -0.0541 0.20

***

2.
55
Properties=species:S:1:pos:R:3:forces:R:3:nbo_charge:R:1 method="wB97M-V/def2-TZVPD" relative_energy_ev=0.720 homo_lumo_gap_ev=8.1 lumo_energy_ev=-0.482 total_energy_ha=-2245.0342
Zr 1.179016 0.548085 0.670971 0.4608 -0.2257 0.4681 2.32
N 4.743853 1.303494 2.555166 -0.0571 0.0190 0.0914 -0.78
C 3.506452 1.635383 2.139659 0.1229 0.1431 -0.0891 0.29
S 2.135936 1.182804 3.119919 -0.0333 -0.1693 -0.2011 -0.31
N 3.420952 2.306866 1.007996 0.0643 -0.0482 -0.0230 -0.42
N 2.096780 2.515593 0.669077 -0.3125 0.0170 -0.3596 -0.42
C 1.691028 3.582344 0.096128 0.0718 -0.0609 0.1558 0.18
C 0.304884 3.784013 -0.274186 -0.2496 0.0538 -0.0313 -0.20
C -0.021419 4.989397 -0.905093 -0.0146 -0.0568 0.0330 -0.13
C -1.320704 5.293463 -1.252591 0.0321 0.0669 -0.0309 -0.25
C -2.329599 4.385710 -0.957565 -0.0576 -0.0386 0.0141 -0.16
C -2.040995 3.188403 -0.330135 0.0767 0.0041 0.0014 -0.29
C -0.730246 2.860055 0.008633 0.0119 0.2162 -0.0798 0.44
O -0.494835 1.672185 0.587552 0.4073 -0.4211 -0.2324 -0.87
H 4.834819 0.648192 3.310170 -0.0071 -0.0133 -0.0306 0.41
H 5.503043 1.403889 1.902164 0.0119 0.0292 0.0099 0.41
H 2.401826 4.386698 -0.082165 0.0281 -0.0123 0.0188 0.21
H 0.773640 5.692174 -1.123395 0.0178 -0.0083 0.0065 0.21
H -1.548943 6.226785 -1.748074 -0.0008 -0.0017 0.0021 0.22
H -3.354204 4.611368 -1.224320 0.0007 -0.0001 0.0001 0.22
H -2.821078 2.472110 -0.108916 0.0007 -0.0107 -0.0006 0.22
C -2.265495 -0.326366 2.576283 -0.0100 -0.0101 0.0186 -0.67
C -1.040564 -1.153589 2.713754 -0.0659 -0.0005 -0.0010 0.45
N 0.059071 -1.047240 1.983036 0.0364 0.2948 -0.1366 -0.60
C 0.956581 -1.977649 2.464612 0.0527 -0.1263 0.1652 0.02
C 0.386213 -2.661320 3.492737 0.0304 0.1566 -0.0094 0.02
N -0.872565 -2.124631 3.626959 0.0326 -0.0228 -0.0148 -0.47
C 0.820079 -3.751867 4.406009 -0.3020 -0.3316 -0.3836 0.77
O 1.995993 -4.282612 4.172729 0.1185 -0.0369 -0.0473 -0.66
O 0.049279 -4.144944 5.248963 0.0992 0.1516 0.1377 -0.59
C 2.333795 -2.015720 1.898109 -0.1213 -0.1193 0.0003 0.81
O 3.150651 -2.835338 2.303997 -0.0823 -0.0354 -0.0767 -0.64
O 2.516679 -1.132779 0.988986 -0.1436 0.2225 -0.2486 -0.79
H -2.205534 0.257952 1.662196 0.0064 0.0019 0.0019 0.27
H -2.350720 0.363631 3.417171 -0.0060 -0.0040 0.0006 0.25
H -3.155437 -0.954909 2.552544 -0.0018 0.0043 0.0009 0.24
H -1.529091 -2.443779 4.325464 0.0081 -0.0002 -0.0162 0.45
H 2.462762 -3.852845 3.391497 0.0537 0.1896 0.2867 0.52
O 0.381890 1.547139 -2.725659 0.0025 -0.0465 -0.1571 -0.58
C 0.561451 0.436925 -2.286281 -0.0604 0.1251 -0.1081 0.78
O 1.434687 0.183940 -1.312597 -0.2329 0.1059 0.8905 -0.85
C -0.202061 -0.761463 -2.751861 0.0304 0.0287 0.0289 -0.18
C -0.209329 -1.932145 -2.007574 0.0752 -0.0660 -0.0132 -0.17
C -0.971237 -3.038275 -2.394368 -0.0097 -0.0342 -0.0081 -0.27
C -1.691327 -2.912151 -3.554041 0.0278 0.1247 -0.0750 0.25
O -2.509998 -3.828371 -4.143298 -0.0109 -0.0309 0.0688 -0.48
C -2.926563 -3.250166 -5.380301 -0.0138 -0.0408 -0.0544 0.23
O -2.488159 -1.896915 -5.399042 -0.0136 0.0981 -0.0024 -0.49
C -1.674768 -1.744186 -4.309083 0.0152 -0.1255 0.0748 0.28
C -0.950633 -0.648203 -3.934079 -0.0660 0.0557 0.0127 -0.23
H 0.413074 -2.006784 -1.124357 -0.0300 0.0071 -0.0436 0.22
H -0.981757 -3.952643 -1.818527 -0.0049 -0.0077 -0.0055 0.23
H -4.014042 -3.280547 -5.442911 0.0099 -0.0076 -0.0112 0.17
H -2.464143 -3.796640 -6.206945 -0.0032 0.0044 0.0067 0.16
H -0.948989 0.275481 -4.495115 0.0049 -0.0071 -0.0044 0.25